Below is a 10-piece molecular cluster, C5H27NO9 overall in a non-equilibrium geometry, with properties calculated with ωB97M-V with the def2-TZVPD basis set.

```
42
Properties=species:S:1:pos:R:3:forces:R:3
C 2.7691 -0.8378 0.1325 0.24 0.09 0.21
N 1.7665 -1.5964 0.1709 0.29 -0.04 -0.34
C 0.7446 -1.5707 -0.8172 -0.01 0.11 -0.08
C -0.2404 -0.6791 -0.8019 0.35 0.02 -0.57
C -1.4665 -0.7474 -1.6583 0.03 0.14 -0.37
C -2.0678 0.6193 -1.9792 0.11 0.04 -0.28
H 3.4578 -0.8775 0.9665 0.19 -0.03 0.08
H 3.0254 -0.1209 -0.6501 -0.35 -0.12 -0.21
H 0.7129 -2.4624 -1.4359 -0.03 0.02 -0.04
H -0.1924 0.1377 -0.0850 0.05 -0.08 -0.10
H -1.3127 -1.3313 -2.5725 0.34 0.16 -0.03
H -2.2327 -1.3019 -1.1325 0.36 0.04 -0.09
H -1.3655 1.3048 -2.4526 0.15 -0.06 -0.12
H -2.4219 1.1237 -1.0896 0.00 0.05 0.30
H -2.9329 0.5139 -2.6277 -0.05 -0.08 -0.12
O 1.8294 2.4595 -1.6908 0.03 -0.05 -0.52
H 2.0752 1.8902 -0.9577 0.03 -0.13 0.16
H 1.9303 1.9043 -2.4936 0.01 0.25 0.41
O -4.0841 -1.0642 -0.4400 -0.50 0.14 0.27
H -3.5342 -1.7448 -0.0295 -0.19 0.07 0.27
H -3.7800 -0.2404 -0.0278 -0.17 -0.29 -0.03
O -1.9751 1.0218 1.4153 0.15 0.08 -0.03
H -1.4968 1.6645 0.8442 -0.16 -0.07 0.18
H -1.3647 0.8589 2.1555 -0.17 0.20 -0.07
O 0.6975 -2.3583 2.4255 -0.47 -0.32 0.85
H 1.2989 -2.2734 1.6525 0.05 -0.11 -0.53
H 0.3628 -3.2649 2.4868 0.24 0.31 -0.03
O -1.8021 -1.7423 1.0967 -0.23 0.27 0.60
H -0.9154 -1.9301 1.4409 -0.28 0.00 -0.09
H -1.8896 -0.7583 1.1411 0.01 -0.58 0.03
O 2.1763 0.6272 -3.8018 0.02 0.01 -0.04
H 1.6179 -0.1217 -3.5541 0.22 -0.01 -0.07
H 3.0261 0.2900 -4.1138 -0.32 -0.08 0.11
O 0.1745 0.2487 3.1275 -0.08 -0.39 0.02
H 0.2128 -0.7182 2.9278 0.09 0.18 0.25
H 0.1616 0.3281 4.0881 0.02 -0.03 -0.10
O 1.9285 1.4615 1.4331 0.06 0.18 0.02
H 1.3429 0.9919 2.0716 0.27 0.25 0.03
H 2.4167 2.1303 1.9308 -0.14 -0.18 0.01
O -0.2383 2.7966 0.1502 0.38 -0.08 0.17
H 0.5332 2.4471 0.6464 -0.40 0.21 -0.21
H 0.1407 2.9164 -0.7384 -0.14 -0.08 0.10
```
Forces are in eV/Å.

orbital gap: 9.01 eV
strongest force on any atom: 1.0 eV/Å
E_LUMO: 0.005 Ha
HOMO level: -0.326 hartree

Below is C47H34BiBrF5I2N6O5S as an isolated structure in a non-equilibrium geometry, with properties calculated with ωB97M-V with the def2-TZVPD basis set.

```
102
Properties=species:S:1:pos:R:3:forces:R:3
Bi -0.8570 -1.1857 -0.4803 0.02 -0.55 -1.00
I -3.1198 -6.0575 0.1648 -0.06 0.11 0.17
C -3.3905 -4.4103 1.4267 0.26 -0.04 -0.41
C -4.2062 -4.5070 2.5510 -0.03 0.17 0.12
C -4.3696 -3.4265 3.3815 -0.30 -0.25 0.32
I -5.5764 -3.6641 5.0964 0.13 0.02 -0.21
C -3.7519 -2.1925 3.0971 0.17 0.14 -0.27
C -3.8575 -1.0209 3.8797 0.05 0.06 -0.03
C -3.2285 0.1288 3.4902 -0.11 -0.06 0.11
C -2.4932 0.1358 2.2963 0.01 -0.01 -0.08
N -2.3751 -0.9349 1.5493 -0.02 0.05 -0.03
C -2.9530 -2.0987 1.9237 -0.20 -0.10 0.34
C -2.7054 -3.2397 1.0740 -0.06 -0.40 -0.07
O -1.9245 -3.1786 0.0584 0.05 0.41 0.27
H -4.7034 -5.4437 2.7615 0.01 0.00 0.04
H -4.4347 -1.0490 4.7943 -0.02 0.01 0.00
H -3.2930 1.0297 4.0849 0.03 0.02 -0.02
H -1.9887 1.0307 1.9543 0.00 -0.02 0.01
C 2.5551 -4.7063 2.6570 0.00 0.14 0.03
C 2.5262 -3.2763 3.1875 -0.02 -0.10 -0.01
N 3.0102 -2.2987 2.2196 0.07 -0.05 -0.11
C 4.4600 -2.1310 2.1035 0.05 -0.01 -0.16
C 5.0975 -2.7987 0.8871 -0.14 0.04 0.11
C 2.2014 -1.5490 1.4411 -0.42 0.11 0.11
S 0.4852 -1.5606 1.7778 0.40 -0.17 0.35
N 2.7938 -0.7301 0.6027 0.53 0.10 0.00
C 2.3610 -0.2269 -0.5440 -0.24 -0.29 0.09
O 1.4335 -0.6867 -1.2521 0.07 0.13 0.28
C 3.1640 0.9094 -1.0898 -0.01 0.07 -0.18
C 4.3546 1.3211 -0.5019 -0.06 0.01 0.01
C 5.0827 2.3581 -1.0642 0.05 0.02 0.02
C 4.6268 2.9881 -2.2131 0.00 0.05 -0.05
C 3.4440 2.5730 -2.8088 0.03 -0.05 0.00
C 2.7181 1.5346 -2.2504 0.06 -0.10 0.04
H 2.2485 -5.3972 3.4447 -0.01 0.00 -0.02
H 3.5549 -4.9856 2.3238 0.01 -0.03 0.01
H 1.8712 -4.8063 1.8168 -0.02 -0.02 -0.08
H 3.1516 -3.1956 4.0802 0.00 0.06 0.00
H 1.5102 -3.0123 3.4653 0.02 0.03 0.05
H 4.8979 -2.5387 3.0158 -0.03 0.03 0.04
H 4.6617 -1.0585 2.0706 0.01 -0.04 0.03
H 4.9848 -3.8811 0.9234 0.02 -0.03 -0.03
H 6.1619 -2.5556 0.8595 -0.01 -0.04 -0.02
H 4.6344 -2.4351 -0.0276 0.01 0.01 -0.04
H 4.7007 0.8172 0.3901 -0.02 0.01 0.00
H 6.0153 2.6721 -0.6115 -0.02 0.00 0.02
H 5.1950 3.8002 -2.6506 0.01 -0.01 0.01
H 3.0951 3.0529 -3.7145 0.03 -0.03 0.01
H 1.8058 1.1702 -2.7037 -0.01 0.02 -0.03
Br -6.7940 -0.9567 -4.6487 0.02 -0.01 0.01
C -5.2824 -1.1698 -3.5241 -0.05 -0.01 -0.14
C -5.4626 -1.2948 -2.1619 0.08 0.07 0.04
C -4.3221 -1.4077 -1.3850 -0.08 -0.07 0.01
N -3.0982 -1.4441 -1.8948 0.07 0.28 0.00
C -2.9450 -1.3472 -3.2120 -0.05 0.01 -0.12
C -4.0167 -1.1978 -4.0784 -0.04 -0.02 0.09
H -6.4449 -1.2756 -1.7148 0.00 0.00 0.02
H -4.4010 -1.4809 -0.3067 -0.02 0.02 0.00
H -1.9255 -1.4162 -3.5759 -0.03 0.02 -0.01
H -3.8634 -1.1077 -5.1433 0.01 -0.01 0.00
F 4.4403 -4.9396 -3.6701 0.01 -0.02 0.00
C 3.2646 -4.3556 -3.3701 -0.06 0.04 0.02
C 2.7334 -4.4376 -2.0961 0.03 0.01 -0.13
F 3.3942 -5.1244 -1.1502 0.03 -0.02 0.10
C 1.5304 -3.8331 -1.7969 -0.23 0.11 0.08
F 1.0540 -3.9559 -0.5422 0.02 0.09 0.08
C 0.7716 -3.0924 -2.7272 0.53 -0.27 -0.41
O -0.3477 -2.5131 -2.4732 -0.29 0.19 0.55
C 1.3478 -3.0679 -4.0197 -0.19 0.11 0.17
F 0.6842 -2.4201 -4.9963 0.02 0.06 -0.06
C 2.5489 -3.6664 -4.3335 0.02 -0.05 0.06
F 3.0333 -3.5893 -5.5831 0.02 0.02 -0.07
O -3.7064 1.7091 -1.5014 0.10 -0.25 -0.02
C -2.6988 2.0769 -0.9258 -0.20 0.20 0.01
N -2.5071 3.3843 -0.5206 0.12 0.14 0.33
C -1.1968 3.5961 0.0532 -0.07 -0.10 -0.20
C -0.6653 2.1268 -0.0115 -0.11 0.07 0.06
O 0.4252 1.7917 0.4192 0.09 0.02 -0.01
N -1.6030 1.3207 -0.5458 -0.01 -0.06 -0.17
C -1.2349 4.0113 1.5125 -0.04 0.03 0.10
C -0.0527 4.3685 2.1574 0.02 -0.03 -0.01
C -0.0585 4.6996 3.5025 0.06 0.01 0.00
C -1.2430 4.6762 4.2260 -0.06 -0.02 0.01
C -2.4217 4.3135 3.5925 0.02 0.01 0.07
C -2.4175 3.9791 2.2447 0.04 0.00 -0.08
C -0.4034 4.5466 -0.8316 0.02 0.03 0.00
C 0.3025 4.0688 -1.9305 -0.04 0.01 0.06
C 0.8885 4.9515 -2.8248 0.01 0.00 -0.07
C 0.7776 6.3204 -2.6346 -0.02 0.02 0.01
C 0.0886 6.8043 -1.5323 -0.01 0.04 0.01
C -0.4955 5.9225 -0.6358 -0.01 -0.05 0.03
H -3.0782 4.1324 -0.8713 -0.03 -0.06 -0.13
H 0.8738 4.3710 1.5971 0.00 -0.01 0.01
H 0.8674 4.9756 3.9919 0.00 -0.02 -0.01
H -1.2467 4.9346 5.2776 0.01 0.01 0.00
H -3.3520 4.2906 4.1474 0.00 0.00 0.00
H -3.3380 3.6877 1.7565 0.00 0.00 -0.04
H 0.3943 3.0009 -2.0818 0.01 0.02 -0.03
H 1.4331 4.5674 -3.6781 -0.04 0.02 0.03
H 1.2226 7.0082 -3.3427 0.03 -0.01 0.01
H 0.0011 7.8718 -1.3709 0.00 -0.01 0.00
H -1.0288 6.3034 0.2271 -0.01 0.01 0.00
```
Forces are in eV/Å.

orbital gap: 7.03 eV
net charge: -1
strongest force on any atom: 1.1 eV/Å
E_LUMO: 0.069 Ha
HOMO level: -0.190 hartree

Below is one molecule with the formula C2H4N2O2 in a non-equilibrium geometry, with properties calculated with ωB97M-V with the def2-TZVPD basis set.

```
10
Properties=species:S:1:pos:R:3:forces:R:3
H -2.6090 1.4629 0.4590 1.64 -0.11 -0.87
N -1.7361 0.8547 0.4507 -0.24 -0.99 0.59
N -0.9164 1.0010 -0.4506 0.03 0.71 1.15
C 0.1717 -0.1012 -0.4497 0.53 -1.01 0.33
O -0.4191 -1.3640 -0.2937 0.46 0.58 0.38
C 1.7241 -0.1576 0.2464 -2.12 0.88 0.82
O 2.5073 0.7368 0.0990 -0.47 -1.44 0.19
H 0.3676 -0.0720 -1.4644 1.07 0.24 -2.14
H -0.9315 -1.2159 0.4919 -0.94 -0.56 0.95
H 1.8414 -1.1448 0.9114 0.04 1.69 -1.40
```
Forces are in eV/Å.

orbital gap: 9.67 eV
strongest force on any atom: 2.4 eV/Å
E_LUMO: 0.011 Ha
HOMO level: -0.345 hartree